Computed, not measured: a molecular structure, C29H25GeI2NNaO6, with ωB97M-V/def2-TZVPD.

Geometry as XYZ:
```
65
Properties=species:S:1:pos:R:3:forces:R:3
Na 0.217 -0.329 0.263 -0.1 0.1 -0.2
O 2.305 0.468 0.153 0.1 0.0 0.0
C 2.965 0.491 1.183 -0.1 0.0 -0.1
C 2.505 0.502 2.555 0.2 0.0 0.1
C 3.526 0.415 3.505 -0.3 0.0 -0.1
C 3.239 0.394 4.848 0.3 -0.1 0.1
C 1.906 0.467 5.298 -0.2 0.0 -0.1
C 0.894 0.566 4.399 -0.1 0.0 0.1
C 1.111 0.600 2.969 0.2 0.1 0.0
O 0.153 0.717 2.176 0.0 0.0 0.1
N 4.312 0.302 5.808 0.0 0.3 -0.1
O 5.464 0.269 5.394 0.0 -0.1 0.0
O 4.028 0.302 6.997 0.0 -0.1 0.1
H 4.070 0.501 1.092 0.0 0.0 0.0
H 4.555 0.359 3.176 0.0 0.0 0.0
H 1.708 0.446 6.360 0.0 0.0 0.0
H -0.135 0.627 4.730 0.0 0.0 0.0
I -2.910 -0.105 -0.043 0.0 -0.5 0.0
C -3.254 1.980 0.002 -0.1 0.2 0.0
I -1.730 3.144 -0.921 0.1 0.0 0.0
H -3.308 2.318 1.030 0.0 0.0 0.0
H -4.172 2.206 -0.526 0.0 0.0 0.0
O -2.355 -2.887 0.070 -0.1 0.1 0.0
C -1.150 -3.175 0.216 -0.1 0.1 -0.1
O -0.174 -2.398 0.056 0.1 -0.2 0.1
C -0.816 -4.606 0.640 -0.1 -0.1 -0.1
C 0.612 -5.032 0.328 0.3 -0.4 0.1
Ge 1.119 -5.128 -1.562 -0.1 0.2 0.0
C 3.052 -5.402 -1.715 0.1 0.0 0.1
C 3.831 -4.778 -2.686 0.0 0.0 -0.1
C 5.197 -5.015 -2.777 0.0 0.0 0.0
C 5.812 -5.888 -1.893 0.0 0.0 0.0
C 5.053 -6.524 -0.922 0.0 0.0 0.0
C 3.691 -6.280 -0.838 0.0 0.0 0.1
C 0.281 -6.700 -2.375 -0.1 0.0 -0.1
C -0.580 -7.527 -1.659 0.0 0.0 0.1
C -1.155 -8.647 -2.246 0.0 0.0 0.0
C -0.876 -8.959 -3.567 0.0 0.0 0.0
C -0.022 -8.144 -4.298 0.0 0.0 0.0
C 0.547 -7.028 -3.705 0.0 0.0 0.0
C 0.613 -3.551 -2.586 0.1 0.1 -0.1
C -0.623 -3.476 -3.217 -0.1 -0.1 0.0
C -1.045 -2.304 -3.836 0.0 -0.1 0.0
C -0.221 -1.193 -3.850 0.1 0.1 0.0
C 1.029 -1.256 -3.241 -0.1 0.1 0.0
C 1.431 -2.420 -2.612 0.1 0.0 0.2
H -1.555 -5.275 0.192 0.0 0.0 0.0
H -0.989 -4.661 1.720 0.0 0.0 0.0
H 0.787 -6.033 0.744 0.0 0.0 0.0
H 1.332 -4.368 0.809 -0.1 0.1 0.0
H 3.371 -4.092 -3.388 0.0 0.0 0.0
H 5.778 -4.511 -3.539 0.0 0.0 0.0
H 6.878 -6.069 -1.958 0.0 0.0 0.0
H 5.522 -7.208 -0.224 0.0 0.0 0.0
H 3.122 -6.791 -0.067 0.0 0.0 0.0
H -0.817 -7.299 -0.626 0.0 0.0 0.0
H -1.824 -9.274 -1.669 0.0 0.0 0.0
H -1.322 -9.831 -4.028 0.0 0.0 0.0
H 0.202 -8.377 -5.332 0.0 0.0 0.0
H 1.211 -6.402 -4.293 0.0 0.0 0.0
H -1.289 -4.332 -3.211 0.0 0.0 0.0
H -2.025 -2.260 -4.294 0.0 0.0 0.0
H -0.548 -0.276 -4.323 0.0 0.0 0.0
H 1.677 -0.388 -3.235 0.0 0.0 0.0
H 2.385 -2.428 -2.095 0.0 0.0 0.0
```
Forces are in eV/Å.

The relative energy (zero: lowest compared OMol25 entry of this formula, charge and spin) is 9.8 kcal per mole. The calculation puts the gap between HOMO and LUMO at 7.608 eV. The LUMO energy comes out at 2.05 eV. The HOMO energy comes out at -5.555 eV. The total charge is -1.